A cluster of 18 separate species, C43H94O32S11 in total in a non-equilibrium geometry. Source: the OMol25 dataset; level of theory: the ωB97M-V functional and the def2-TZVPD basis.

The value obtained for the total energy is -8482.2577 Ha. The HOMO energy comes out at -8.7 eV. As for the frontier orbital gap: 8.99 eV. The LUMO energy comes out at 0.0091 hartree.

Each line ends with the Löwdin charge.
CARTESIAN COORDINATES (ANGSTROEM)
C  -1.550  -0.131  5.871  -0.268
S  -2.085  -1.362  4.718  0.790
O  -1.244  -2.591  5.058  -0.548
C  -3.738  -1.611  5.370  -0.263
H  -0.504  0.051  5.573  0.030
H  -1.469  -0.406  6.964  0.089
H  -2.108  0.812  5.773  0.061
H  -4.130  -2.466  4.736  0.062
H  -4.383  -0.702  5.292  0.032
H  -3.748  -1.957  6.458  0.085
C  -3.853  1.400  2.902  -0.269
S  -5.519  1.705  3.462  0.833
O  -5.586  1.222  4.875  -0.553
C  -5.272  3.445  3.250  -0.269
H  -3.661  0.316  3.062  0.044
H  -3.163  1.976  3.525  0.061
H  -3.725  1.666  1.897  0.012
H  -4.876  3.475  2.250  0.031
H  -4.490  3.730  3.954  0.059
H  -6.161  4.044  3.402  0.055
C  5.693  -2.761  -0.957  -0.265
S  5.708  -3.121  0.788  0.822
O  4.754  -2.260  1.508  -0.573
C  4.974  -4.831  0.556  -0.225
H  6.132  -1.756  -1.064  0.059
H  4.671  -2.823  -1.378  0.041
H  6.318  -3.473  -1.438  0.044
H  5.800  -5.379  0.036  0.056
H  4.169  -4.771  -0.203  0.047
H  4.731  -5.360  1.480  0.049
C  -5.314  0.779  -1.765  -0.261
S  -6.303  1.906  -2.763  0.839
O  -5.286  2.226  -3.841  -0.577
C  -7.542  0.800  -3.486  -0.263
H  -5.192  -0.124  -2.374  0.033
H  -5.792  0.435  -0.850  0.060
H  -4.444  1.383  -1.595  0.013
H  -7.959  0.338  -2.574  0.052
H  -7.163  -0.083  -4.093  0.069
H  -8.316  1.335  -4.040  0.046
C  1.421  -2.839  0.033  -0.252
S  1.297  -2.567  -1.718  0.818
O  2.509  -3.135  -2.297  -0.555
C  -0.165  -3.620  -1.926  -0.217
H  0.555  -2.456  0.567  0.028
H  2.341  -2.416  0.463  0.046
H  1.324  -3.905  0.123  0.037
H  -1.018  -3.136  -1.453  0.039
H  -0.109  -4.585  -1.455  0.033
H  -0.241  -3.749  -3.037  0.051
C  2.026  -3.118  -7.568  -0.256
S  1.726  -2.717  -5.865  0.768
O  0.445  -3.290  -5.438  -0.533
C  3.110  -3.603  -5.289  -0.272
H  3.049  -2.869  -7.825  0.058
H  1.371  -2.531  -8.187  0.045
H  1.866  -4.182  -7.642  0.055
H  3.131  -3.527  -4.185  0.028
H  3.972  -3.035  -5.635  0.047
H  3.139  -4.599  -5.765  0.075
C  2.529  -2.952  4.279  -0.214
S  2.807  -1.539  5.407  0.833
O  2.139  -0.353  4.810  -0.545
C  1.901  -2.150  6.706  -0.305
H  3.185  -2.638  3.482  0.006
H  1.574  -2.990  3.757  0.054
H  2.787  -3.902  4.683  0.054
H  2.295  -3.132  7.047  0.082
H  0.883  -2.364  6.304  0.052
H  1.953  -1.404  7.475  0.050
C  -1.702  0.794  -2.385  -0.245
S  -1.175  1.572  -3.877  0.855
O  -0.488  2.819  -3.379  -0.557
C  0.146  0.468  -4.265  -0.265
H  -2.057  -0.207  -2.699  0.029
H  -2.390  1.439  -1.874  0.024
H  -0.796  0.626  -1.761  0.065
H  -0.157  -0.553  -4.307  0.014
H  0.869  0.664  -3.480  0.051
H  0.644  0.679  -5.230  0.067
C  -3.651  -2.114  -0.789  -0.225
S  -5.208  -3.129  -0.937  0.822
O  -6.026  -2.412  -1.940  -0.573
C  -4.365  -4.455  -1.779  -0.275
H  -4.000  -1.082  -0.564  0.034
H  -3.145  -2.100  -1.774  0.031
H  -2.986  -2.400  -0.005  0.028
H  -3.899  -3.936  -2.705  0.071
H  -5.073  -5.179  -2.196  0.052
H  -3.572  -4.848  -1.127  0.056
C  -0.835  1.422  0.904  -0.199
S  -0.367  0.156  2.213  0.860
O  -0.879  -1.180  1.757  -0.597
C  1.439  0.120  1.814  -0.210
H  -1.675  1.021  0.415  0.016
H  -0.002  1.645  0.240  0.033
H  -1.093  2.332  1.431  0.039
H  1.998  -0.577  2.377  0.009
H  1.674  1.213  2.011  0.049
H  1.560  -0.026  0.747  0.047
C  -4.667  -1.465  -5.301  -0.250
S  -2.881  -1.578  -5.591  0.856
O  -2.406  -1.624  -4.165  -0.600
C  -2.905  -3.286  -6.227  -0.253
H  -5.028  -0.487  -5.044  0.022
H  -4.927  -2.169  -4.476  0.059
H  -5.191  -1.779  -6.185  0.044
H  -2.034  -3.820  -5.718  0.061
H  -2.678  -3.158  -7.310  0.055
H  -3.816  -3.837  -5.960  0.050
C  1.729  4.737  -1.325  -0.025
C  1.047  3.987  -0.141  -0.075
O  1.953  2.884  0.009  0.013
C  2.730  2.717  -1.096  -0.588
O  3.337  1.712  -1.289  0.140
O  2.630  3.747  -1.925  0.070
H  2.355  5.516  -0.976  0.113
H  1.157  5.108  -2.202  0.132
H  0.084  3.600  -0.364  0.084
H  1.075  4.498  0.775  0.079
C  -1.763  -4.328  2.786  -0.138
C  -0.773  -5.083  3.597  -0.061
O  0.118  -5.730  2.556  0.046
C  -0.503  -5.687  1.364  -0.587
O  -0.101  -6.238  0.375  0.125
O  -1.574  -4.849  1.443  0.029
H  -1.653  -3.272  2.724  0.060
H  -2.828  -4.531  3.088  0.147
H  -1.353  -5.873  4.041  0.123
H  -0.083  -4.500  4.270  0.118
C  2.757  2.747  4.766  -0.096
C  2.733  3.440  3.386  -0.056
O  1.311  3.303  3.073  0.006
C  0.622  3.265  4.208  -0.585
O  -0.577  3.343  4.280  0.122
O  1.493  3.174  5.245  0.059
H  3.522  3.139  5.464  0.150
H  2.771  1.660  4.628  0.086
H  3.188  2.861  2.607  0.109
H  2.952  4.523  3.372  0.128
C  -1.501  6.477  2.713  -0.112
C  -0.909  6.822  4.120  -0.039
O  0.424  6.188  3.988  0.041
C  0.757  6.225  2.681  -0.556
O  1.859  6.072  2.228  0.133
O  -0.365  6.276  1.917  0.053
H  -2.057  7.288  2.311  0.117
H  -2.120  5.542  2.875  0.145
H  -1.392  6.303  4.969  0.138
H  -0.735  7.849  4.361  0.116
C  5.569  0.431  3.127  -0.093
C  6.363  0.795  1.897  -0.107
O  7.707  1.024  2.385  0.073
C  7.594  1.236  3.724  -0.630
O  8.488  1.452  4.439  0.185
O  6.337  1.162  4.144  0.066
H  5.668  -0.676  3.258  0.120
H  4.480  0.546  3.131  0.115
H  5.965  1.675  1.489  0.111
H  6.417  0.007  1.152  0.116
C  -1.813  5.204  -2.443  -0.149
C  -3.209  4.913  -2.897  -0.091
O  -3.872  4.370  -1.706  0.034
C  -2.903  4.096  -0.785  -0.597
O  -3.015  3.409  0.158  0.147
O  -1.754  4.651  -1.138  0.055
H  -1.661  6.284  -2.499  0.129
H  -1.008  4.749  -3.081  0.102
H  -3.309  4.129  -3.705  0.131
H  -3.900  5.773  -3.164  0.149
C  4.275  0.177  -5.361  -0.167
C  4.727  1.354  -4.633  -0.056
O  6.139  0.939  -4.239  0.051
C  6.468  -0.189  -4.911  -0.561
O  7.545  -0.698  -4.813  0.146
O  5.410  -0.629  -5.672  0.026
H  3.802  0.278  -6.313  0.125
H  3.694  -0.511  -4.666  0.141
H  4.312  1.507  -3.605  0.125
H  4.727  2.291  -5.221  0.138

Atoms 1-2, force components in eV/Å:
C 1.2479 0.9045 1.0717
S 0.3867 -0.7094 1.1365